Entry 1:
The following is a quantum chemistry calculation of B2F4H4Sn as an isolated structure at a distorted geometry, from OMol25.

Positions of all 11 atoms, in Å:
Sn -0.195 1.996 0.899
B 2.026 0.124 -0.241
H 2.422 -0.878 -0.304
H 0.964 0.206 -0.413
H 2.183 0.563 0.732
H 2.629 0.709 -0.919
B -2.022 -0.540 0.055
F -1.817 0.233 -1.047
F -0.828 -0.789 0.677
F -2.740 0.120 0.908
F -2.620 -1.743 -0.348

As for the multiplicity: 2. As for the charge: +1. Its expectation value of S² is 0.7537. The calculation puts the gap between HOMO and LUMO (alpha / beta) at 0.2438 / 0.1797 Ha.

***

Entry 2:
The following is a quantum chemistry calculation of C8H6BrMgN3 as an isolated structure at a distorted geometry, from OMol25.

Positions of all 19 atoms, in Å:
N -2.513 -0.022 -2.356
C -1.547 0.210 -1.454
N -1.147 -0.768 -0.658
C -0.139 -0.496 0.218
C 0.287 -1.511 1.148
C 1.339 -1.253 2.034
C 1.999 -0.011 2.011
C 1.609 0.973 1.117
C 0.540 0.757 0.222
N 0.146 1.752 -0.640
C -0.855 1.523 -1.418
Br -1.421 2.866 -2.564
H -3.081 0.773 -2.629
H -3.097 -0.824 -2.135
H -0.256 -2.457 1.156
H 1.641 -2.016 2.742
H 2.808 0.180 2.707
H 2.106 1.938 1.093
Mg 1.580 -1.614 -0.593

As for the charge: +2. The value obtained for the energy above the lowest of the compared OMol25 structures with the same formula, charge and spin is 0.000 eV. The calculation puts the gap between HOMO and LUMO at 0.2037 Ha.

***

Entry 3:
The following is a quantum chemistry calculation of C36H57B2F15Hg2N3O22P2S as an isolated structure at a distorted geometry, from OMol25.

Positions of all 140 atoms, in Å:
Hg -0.158 3.582 -0.460
Hg -1.981 -1.380 -1.006
O -0.593 2.770 -2.511
C -1.138 2.426 -3.586
O -1.328 3.205 -4.581
B -2.136 2.616 -5.688
O -2.341 1.291 -5.243
C -1.680 1.066 -4.063
O -1.633 -0.039 -3.479
O -1.406 2.862 -6.940
C -2.082 3.617 -7.743
O -1.812 4.032 -8.864
C -3.494 3.882 -7.105
O -3.422 3.417 -5.893
O -4.350 4.608 -7.478
O -3.455 3.928 3.094
C -2.706 4.873 3.112
O -2.947 6.008 3.600
B -1.881 6.990 3.282
O -1.105 6.318 2.191
C -1.417 4.953 2.266
O -0.925 4.010 1.661
O -2.447 8.331 2.912
C -1.940 9.307 3.613
O -2.145 10.533 3.470
C -0.968 8.606 4.683
O -1.058 7.292 4.482
O -0.089 9.205 5.377
P -2.585 -0.495 2.723
F -1.090 -0.877 3.152
F -2.896 0.386 4.035
F -1.983 0.874 2.061
F -4.052 -0.053 2.346
F -2.368 -1.387 1.356
F -3.183 -1.876 3.345
P 0.865 0.435 -0.360
F 1.600 -0.518 -1.420
F 0.100 -0.800 0.350
F 2.206 0.469 0.516
F 0.168 1.580 0.542
F 1.341 1.724 -1.126
F -0.471 0.407 -1.269
C -4.535 2.530 -1.992
F -4.772 1.442 -2.722
F -3.988 3.408 -2.768
F -5.635 3.072 -1.555
S -3.427 2.027 -0.446
O -2.214 2.868 -0.485
O -4.195 2.203 0.789
O -3.041 0.583 -0.644
C -0.619 -6.650 3.250
C 0.495 -5.678 3.716
C 1.768 -6.433 3.880
C 2.991 -5.574 4.079
C 3.160 -4.529 3.019
C 1.901 -3.743 2.652
N 0.715 -4.675 2.581
O -0.512 -3.979 2.357
C 1.648 -2.511 3.665
C 2.217 -3.139 1.281
C 0.096 -5.150 5.068
H -1.522 -6.251 2.786
H -1.033 -7.358 3.967
H -0.340 -7.287 2.411
H 1.727 -7.156 4.696
H 1.891 -7.139 3.058
H 3.890 -6.188 4.136
H 2.903 -5.151 5.080
H 3.358 -5.099 2.112
H 4.060 -3.988 3.309
H 1.413 -1.583 3.143
H 0.789 -2.652 4.322
H 2.455 -2.288 4.363
H 1.410 -2.483 0.953
H 3.178 -2.633 1.188
H 2.326 -3.979 0.595
H -0.663 -4.384 4.912
H 0.864 -4.583 5.596
H -0.284 -5.881 5.780
H -0.377 -3.202 2.905
C 0.596 -5.370 -1.953
C -0.506 -4.327 -2.425
C -1.292 -4.982 -3.578
C -2.320 -6.031 -3.120
C -3.180 -5.548 -1.895
C -2.349 -4.959 -0.737
N -1.446 -3.899 -1.328
O -0.796 -3.193 -0.317
C -3.409 -4.362 0.237
C -1.650 -6.163 0.002
C 0.188 -3.087 -3.090
H 1.221 -5.543 -2.828
H 0.334 -6.365 -1.594
H 1.132 -4.937 -1.108
H -1.869 -4.253 -4.148
H -0.650 -5.553 -4.249
H -1.623 -6.851 -2.946
H -3.068 -6.372 -3.836
H -3.786 -6.347 -1.467
H -3.898 -4.822 -2.276
H -4.046 -3.630 -0.260
H -3.989 -5.104 0.785
H -2.993 -3.850 1.105
H -0.614 -5.968 0.279
H -2.219 -6.529 0.856
H -1.483 -6.977 -0.703
H -0.502 -2.352 -3.504
H 0.788 -3.444 -3.927
H 0.874 -2.517 -2.463
H -0.405 -3.813 0.303
C 3.459 6.489 -2.012
C 2.758 5.141 -1.977
C 3.777 4.147 -2.637
C 4.935 3.834 -1.640
C 4.398 3.330 -0.350
C 3.407 4.288 0.341
N 2.317 4.598 -0.637
O 1.363 5.507 -0.127
C 2.753 3.545 1.526
C 4.129 5.528 0.967
C 1.588 5.126 -2.899
H 4.526 6.484 -1.791
H 2.921 7.262 -1.463
H 3.349 6.874 -3.026
H 3.422 3.139 -2.851
H 4.190 4.538 -3.567
H 5.511 4.741 -1.452
H 5.612 3.078 -2.038
H 5.156 3.177 0.418
H 3.911 2.371 -0.524
H 2.157 2.673 1.254
H 3.515 3.086 2.156
H 2.245 4.160 2.268
H 3.591 6.458 0.781
H 4.164 5.512 2.057
H 5.136 5.708 0.592
H 1.123 4.141 -2.864
H 1.854 5.134 -3.956
H 0.736 5.784 -2.730
H 1.838 6.335 -0.024

As for the multiplicity: 2. As for the charge: 0. Its expectation value of S² is 0.7546. The calculation puts the gap between HOMO and LUMO (alpha / beta) at 0.2091 / 0.0871 Ha.

***

Entry 4:
The following is a quantum chemistry calculation of a 2-piece molecular cluster, C4H10N2 overall, from OMol25.

Positions of all 16 atoms, in Å:
H -0.111 -1.218 0.355
N -0.003 -0.641 -0.464
C 1.012 0.113 -0.431
N 1.172 1.156 -1.332
C 2.548 1.333 -1.820
H 1.863 0.003 0.252
H 0.518 0.991 -2.088
H 2.521 2.013 -2.668
H 3.139 1.874 -1.077
H 3.043 0.391 -2.058
C -3.151 -1.400 2.018
C -2.092 -0.631 1.785
H -4.106 -1.106 1.600
H -3.084 -2.368 2.495
H -2.132 0.238 1.142
H -1.138 -0.748 2.290

As for the charge: 0. The value obtained for the energy above the lowest of the compared OMol25 structures with the same formula, charge and spin is 1.823 eV. As for the SMILES: [H]/N=C/NC.C=C. The calculation puts the gap between HOMO and LUMO at 0.3820 Ha.

***

Entry 5:
The following is a quantum chemistry calculation of C20H28NO2RhS as an isolated structure at a distorted geometry, from OMol25.

Positions of all 53 atoms, in Å:
O 2.549 1.921 -1.837
C 3.970 1.706 -1.557
C 4.409 2.892 -2.406
H 4.341 0.741 -1.927
H 4.195 1.825 -0.489
C 2.890 3.092 -2.628
H 4.931 2.607 -3.321
H 4.856 3.702 -1.823
C 2.430 2.953 -4.063
H 2.743 2.000 -4.500
H 2.824 3.799 -4.642
H 1.337 2.979 -4.102
C 2.418 4.399 -2.021
H 2.744 4.514 -0.980
H 1.325 4.464 -2.048
H 2.839 5.229 -2.610
Rh -2.323 -1.730 2.258
C -3.127 -0.730 3.810
C -2.005 -1.515 4.236
C -0.856 -1.115 3.488
H -2.047 -2.299 4.981
C -1.268 -0.065 2.593
C -2.668 0.165 2.801
H -3.292 0.890 2.290
H -4.160 -0.848 4.143
H 0.129 -1.574 3.543
H -0.623 0.451 1.895
C -4.741 -2.662 0.377
C -4.465 -1.386 0.939
C -3.245 -0.886 0.299
H -5.115 -0.828 1.617
C -2.784 -1.922 -0.612
C -3.710 -2.986 -0.560
H -3.686 -3.872 -1.196
H -5.603 -3.284 0.623
H -2.935 0.153 0.225
H -1.877 -1.844 -1.221
O 0.611 -1.090 -1.391
C 0.443 0.226 -0.792
C 1.475 0.389 0.335
H -0.592 0.323 -0.422
H 0.562 0.967 -1.592
C 2.452 -0.768 0.055
H 1.010 0.202 1.313
H 1.970 1.358 0.363
C 1.455 -1.817 -0.442
H 3.058 -1.073 0.913
H 3.106 -0.424 -0.761
H 0.857 -2.174 0.426
H 1.899 -2.688 -0.943
S -1.591 -4.151 2.076
C -3.037 -4.868 2.492
N -4.074 -5.348 2.796

As for the multiplicity: 5. As for the charge: 0. The value obtained for the energy above the lowest of the compared OMol25 structures with the same formula, charge and spin is 1.543 eV. Its expectation value of S² is 6.0286. The calculation puts the gap between HOMO and LUMO (alpha / beta) at 0.2358 / 0.2021 Ha.

***

Entry 6:
The following is a quantum chemistry calculation of a 3-piece molecular cluster, C4H14NO3 overall at a distorted geometry, from OMol25.

Positions of all 22 atoms, in Å:
O -1.678 0.099 1.369
C -0.852 0.952 1.439
C 0.357 1.156 0.432
N 0.342 0.171 -0.688
C 0.960 0.744 -1.997
C 1.656 1.124 1.200
H -0.798 1.657 2.291
H 0.040 2.050 -0.094
H 0.802 -0.733 -0.545
H -0.586 -0.169 -1.156
H 0.289 0.677 -2.851
H 1.941 0.259 -2.134
H 1.197 1.792 -1.822
H 2.413 1.814 0.891
H 1.797 0.061 1.417
H 1.713 1.246 2.308
H -2.399 -1.051 -0.403
H -2.924 -0.262 -1.609
O -2.127 -0.665 -1.246
H 0.736 -3.384 -0.306
H 2.071 -3.004 -0.030
O 1.180 -2.699 0.212

As for the charge: +1. The value obtained for the energy above the lowest of the compared OMol25 structures with the same formula, charge and spin is 1.725 eV. The calculation puts the gap between HOMO and LUMO at 0.4100 Ha.

***

Among the records above, which one has the highest charge? C8H6BrMgN3

***

Which of these has the highest charge? C8H6BrMgN3